Entry 1:
Computed, not measured: a molecular structure, C4H7NS at a distorted geometry, with the ωB97M-V functional and the def2-TZVPD basis.

```
13
Properties=species:S:1:pos:R:3:lowdin_charge:R:1
S -1.69 -0.63 -0.17 0.859
N -1.48 -1.31 1.48 -0.232
C 0.02 1.00 -1.60 -0.138
C -0.02 -0.20 -0.60 -0.711
C 0.61 -0.11 0.82 -0.207
C -0.27 -0.97 1.77 -0.315
H 1.75 -0.31 1.21 0.159
H 0.02 0.56 -2.78 0.139
H 0.42 -0.94 -1.11 0.037
H 1.04 1.33 -1.45 0.049
H 0.40 0.97 0.97 0.105
H -0.91 1.77 -1.39 0.120
H 0.13 -1.17 2.87 0.137
```

ΔE to the lowest compared entry with this formula, charge and spin (kcal per mole): 64.0
HOMO level (eV): -8.46
Orbital gap (eV): 9.3


Entry 2:
Computed, not measured: a molecular structure, C15H32GeIrNO6P3, with the ωB97M-V functional and the def2-TZVPD basis.

```
59
Properties=species:S:1:pos:R:3:lowdin_charge:R:1
Ir 0.01 0.30 -0.29 0.941
Ge -0.11 -1.73 -3.29 0.695
P -1.21 2.11 2.12 0.299
P 2.08 -0.18 0.28 0.742
P -3.15 1.81 -0.23 0.327
O -2.09 0.79 -0.54 -0.426
O -1.94 0.73 2.48 -0.132
O -4.45 1.43 0.37 -0.286
O -3.38 2.69 -1.56 -0.122
O -1.18 2.94 3.35 -0.291
O 0.03 1.87 1.28 -0.423
N -3.56 3.33 1.96 0.166
C 2.12 -1.68 4.62 -0.081
C -1.81 4.25 0.45 -0.079
C 0.27 -1.14 -5.12 -0.237
C 2.20 -2.59 3.57 -0.079
C 3.01 -1.39 -0.69 -0.228
C -0.55 -1.63 0.05 -0.258
C 2.06 -0.32 4.35 -0.067
C -2.43 2.98 1.02 -0.499
C 0.95 -3.36 -2.98 -0.234
C 0.31 -0.23 -2.15 -0.429
C 2.08 0.13 3.04 -0.087
C 2.22 -2.14 2.26 -0.097
C -2.00 -2.26 -3.21 -0.215
C 3.15 1.29 0.25 -0.223
C 2.17 -0.77 1.99 -0.344
H 0.10 -1.95 -5.83 0.015
H -0.97 3.99 -0.19 0.086
H 0.72 -4.07 -3.77 0.017
H 0.05 -2.38 -0.46 -0.018
H -0.37 -0.30 -5.40 0.014
H -2.76 2.43 -2.25 0.082
H 2.25 -3.65 3.78 0.104
H 2.02 -3.16 -3.00 0.005
H 3.99 -1.58 -0.23 0.062
H -2.03 0.13 1.72 0.046
H 3.32 1.58 -0.78 0.049
H 1.98 0.39 5.16 0.109
H 2.63 2.11 0.76 0.034
H 2.28 -2.86 1.46 0.099
H 4.10 1.10 0.74 0.059
H 2.10 -2.04 5.64 0.104
H -2.53 4.81 -0.14 0.082
H 3.13 -0.99 -1.70 0.050
H -1.59 -1.72 -0.30 0.001
H 1.31 -0.82 -5.22 0.013
H -1.42 4.88 1.26 0.089
H -4.26 2.57 1.83 0.124
H -2.14 -3.19 -3.76 0.018
H 1.99 1.19 2.85 0.095
H 2.45 -2.32 -0.77 0.025
H 0.70 -3.82 -2.02 0.006
H 0.76 0.62 -2.69 -0.033
H -2.63 -1.49 -3.67 0.018
H -3.15 3.36 2.92 0.134
H -2.33 -2.41 -2.19 0.000
H -3.98 4.22 1.74 0.161
H -0.52 -1.83 1.12 0.016
```

ΔE to the lowest compared entry with this formula, charge and spin (kcal per mole): 0.9
Multiplicity: 2
HOMO level (spin up / spin down) (eV): -6.64 / -7.93
Orbital gap (spin up / spin down) (eV): 6.9 / 8.1


Entry 3:
Computed, not measured: a single C15H10N2O4 molecule at a distorted geometry, with the ωB97M-V functional and the def2-TZVPD basis.

```
31
Properties=species:S:1:pos:R:3:lowdin_charge:R:1
O 1.72 0.85 1.79 0.100
O -0.19 0.41 -1.75 0.066
O -4.08 -3.14 -1.52 -0.081
O 3.65 3.11 -0.88 0.040
N -3.80 -2.00 -1.03 -0.243
N -0.11 0.41 0.53 0.183
C 4.93 0.91 3.41 -0.082
C -4.87 -1.24 -0.69 0.005
C 3.62 0.50 3.11 0.023
C 5.07 2.21 1.37 0.031
C 1.16 0.98 0.58 -0.245
C 3.05 1.01 1.93 -0.188
C 3.76 1.80 1.04 -0.090
C 5.63 1.62 2.49 -0.102
C -2.51 -1.61 -1.12 0.065
C 3.04 2.36 -0.08 -0.351
C -3.24 0.58 -0.28 -0.025
C -4.54 0.09 -0.32 -0.038
C -0.82 0.15 -0.68 -0.340
C 1.75 1.80 -0.32 0.085
C -2.21 -0.30 -0.66 -0.137
H -2.86 1.63 -0.09 0.143
H 3.00 -0.10 3.77 0.115
H 5.36 0.33 4.28 0.131
H 1.35 2.10 -1.30 0.133
H 5.55 2.94 0.72 0.129
H -5.86 -1.60 -0.71 0.127
H -0.65 0.41 1.37 0.148
H -5.45 0.65 0.00 0.123
H -1.67 -2.33 -1.29 0.172
H 6.64 1.87 2.75 0.102
```

ΔE to the lowest compared entry with this formula, charge and spin (kcal per mole): 29.0
HOMO level (eV): -8.94
Orbital gap (eV): 8.5
Structure (SMILES): O=C(Nc1cc(=O)c2ccccc2o1)c1ccc[n+]([O-])c1


Entry 4:
Computed, not measured: a molecular structure, C31H55BrNO3P3Pd at a distorted geometry, with the ωB97M-V functional and the def2-TZVPD basis.

```
95
Properties=species:S:1:pos:R:3:lowdin_charge:R:1
Pd 0.83 0.41 -0.67 0.548
Br 0.49 -1.70 3.85 1.004
P -0.21 2.35 0.16 0.724
P -0.60 -0.54 -2.19 0.917
P -3.91 -0.99 2.10 1.212
O 0.72 3.62 0.42 -0.308
O -0.97 2.13 1.58 -0.334
O -1.48 2.82 -0.75 -0.327
N 8.85 -3.80 -0.77 0.326
C 2.47 -0.47 0.36 -0.185
C -3.42 0.45 1.13 -0.373
C 1.64 -2.73 0.03 -0.011
C -3.17 -2.55 1.52 -0.368
C 1.53 0.60 -3.47 -0.132
C -4.40 1.58 1.43 -0.124
C -1.55 3.77 -1.85 -0.245
C 6.40 -2.37 -0.66 -0.125
C 7.64 -1.84 -0.15 0.063
C -1.96 0.40 -2.96 -0.364
C 0.80 -0.75 -3.37 -0.366
C 0.70 2.60 3.31 -0.056
C -3.23 -0.80 3.78 -0.372
C -0.85 -3.34 -2.42 -0.111
C 1.86 -0.51 1.69 -0.086
C 5.11 -1.64 -0.56 0.060
C 8.81 -2.58 -0.25 0.004
C 1.23 -1.67 2.18 -0.677
C -2.97 4.30 -1.84 -0.045
C 0.68 5.17 0.47 -0.148
C -0.57 5.71 1.06 -0.047
C -0.76 2.56 2.97 -0.208
C 0.98 -2.73 1.29 -0.053
C 6.50 -3.67 -1.21 0.057
C -1.43 -2.11 -1.73 -0.375
C 7.75 -4.33 -1.27 0.008
C -1.83 0.63 -4.45 -0.112
C -4.27 -3.52 1.06 -0.128
C 3.87 -2.14 -0.91 0.010
C 2.64 -1.80 -0.26 -0.208
C -3.72 -1.91 4.73 -0.118
H -3.13 4.96 -0.98 0.081
H -3.72 3.51 -1.80 0.085
H 0.32 -3.58 1.59 0.139
H 0.41 -1.12 -4.32 0.097
H 1.56 5.42 1.06 0.130
H 0.16 -3.54 -2.05 0.037
H -1.28 1.84 3.62 0.116
H -3.56 0.18 4.17 0.101
H 1.40 -3.53 -0.72 0.129
H -3.84 -4.46 0.68 0.090
H -3.43 0.20 0.05 0.090
H -1.24 3.53 3.12 0.122
H 9.76 -2.18 0.11 0.166
H -1.44 5.48 0.44 0.066
H 0.84 5.48 -0.56 0.115
H -2.60 -3.00 2.35 0.084
H 1.84 0.42 2.25 0.069
H -3.48 -2.91 4.36 0.068
H -3.13 4.90 -2.74 0.099
H 1.21 1.73 2.90 0.032
H -2.78 1.03 -4.84 0.103
H -0.49 6.81 1.09 0.118
H -4.89 -3.10 0.25 0.083
H 5.63 -4.20 -1.59 0.130
H 0.83 2.58 4.40 0.109
H -2.90 -0.13 -2.73 0.087
H -4.96 -3.77 1.88 0.089
H -0.82 4.57 -1.68 0.108
H -4.81 -1.86 4.89 0.094
H -4.17 2.47 0.83 0.081
H -3.24 -1.81 5.71 0.095
H 1.17 3.50 2.92 0.082
H -0.81 -3.22 -3.51 0.093
H -2.01 1.36 -2.41 0.045
H -2.13 -0.83 3.69 0.022
H 7.67 -0.87 0.33 0.142
H -1.32 3.28 -2.80 0.109
H 2.60 0.40 -3.54 0.086
H 1.45 -1.52 -2.93 0.069
H -1.63 -0.30 -4.99 0.081
H 1.19 1.17 -4.34 0.089
H 1.38 1.26 -2.57 0.035
H 3.13 0.34 0.05 0.126
H -4.39 1.89 2.48 0.085
H -2.40 0.74 1.43 0.056
H 3.90 -2.98 -1.62 0.132
H -2.52 -2.00 -1.95 0.098
H 5.18 -0.66 -0.07 0.131
H -1.48 -4.22 -2.18 0.101
H -1.04 1.35 -4.70 0.075
H 7.82 -5.33 -1.70 0.169
H -5.43 1.26 1.21 0.088
H -1.32 -2.19 -0.63 0.031
H -0.72 5.34 2.06 0.074
H -2.49 -2.31 0.69 0.039
```

Charge: +4
Multiplicity: 5
HOMO level (spin up / spin down) (eV): -17.92 / -18.65
Orbital gap (spin up / spin down) (eV): 5.9 / 4.6


Entry 5:
Computed, not measured: a single C3H2N4O molecule at a distorted geometry, with the ωB97M-V functional and the def2-TZVPD basis.

```
10
Properties=species:S:1:pos:R:3:lowdin_charge:R:1
O 0.86 -2.32 0.63 0.092
N -0.78 0.10 1.20 0.061
N 0.22 -0.90 -1.05 0.190
N 0.26 1.43 -0.42 0.101
N -0.89 -1.15 1.04 0.246
C 0.20 0.44 -1.36 -0.090
C 0.24 -1.38 0.14 -0.639
C -0.09 1.06 0.75 -0.281
H 0.23 0.90 -2.50 0.175
H -0.25 1.81 1.57 0.146
```

ΔE to the lowest compared entry with this formula, charge and spin (kcal per mole): 72.4
HOMO level (eV): -9.96
Orbital gap (eV): 7.9
Structure (SMILES): O=c1ncncnn1